No. 1
12
Properties=species:S:1:pos:R:3:mulliken_charge:R:1 method="wB97M-V/def2-TZVPD" fmax_ev_per_a=1.9 de_lowest_kj_mol=132.5 mol_weight_g_mol=95.9 gap_ev="7.699 / 6.913" energy_ev=-8998.8729
O 1.416 -3.231 1.355 -0.3188
O 1.323 -0.080 2.787 -0.6034
C 1.267 -2.086 1.391 0.4622
C -0.298 -0.233 -1.748 -0.7348
C -0.036 0.182 0.741 -0.2948
C -0.651 0.267 -0.548 0.0159
B 0.886 -0.658 1.573 0.2085
H -0.362 1.014 1.363 0.2546
H -1.510 0.934 -0.572 0.2230
H 0.554 -0.889 -1.864 0.2560
H 1.904 -0.626 3.310 0.2697
H -0.865 -0.006 -2.631 0.2620


No. 2
21
Properties=species:S:1:pos:R:3:mulliken_charge:R:1 method="wB97M-V/def2-TZVPD" fmax_ev_per_a=2.0 de_lowest_kj_mol=83.9 mol_weight_g_mol=123.2 gap_ev=9.825 energy_ev=-11886.8561
O 3.949 2.802 0.332 -0.6383
O -0.378 -6.312 -2.981 -0.6394
N -0.113 0.833 0.533 -0.3322
N -0.828 0.133 2.609 -0.7031
N -1.929 1.913 1.523 -0.4294
C -1.006 0.897 1.625 0.4627
C -0.807 0.381 -0.707 -0.3367
C 0.168 0.301 -1.854 -1.1153
H -1.556 1.112 -0.919 0.3061
H -2.185 2.371 2.382 0.2185
H -0.114 -7.230 -2.871 0.3209
H 0.925 1.096 -1.857 0.2563
H -1.957 2.537 0.743 0.1925
H 0.666 -0.661 -1.866 0.2995
H 3.224 2.965 -0.276 0.3175
H 4.479 2.106 -0.070 0.3158
H -1.230 -0.566 -0.511 0.3347
H 0.343 -5.809 -2.587 0.3185
H 0.627 0.175 0.756 0.2769
H -0.231 0.493 -2.854 0.3648
H -1.452 0.233 3.398 0.2098


No. 3
33
Properties=species:S:1:pos:R:3:mulliken_charge:R:1 method="wB97M-V/def2-TZVPD" charge=+1 fmax_ev_per_a=5.0 de_lowest_kj_mol=71.5 mol_weight_g_mol=536.3 gap_ev="6.803 / 6.804" energy_ev=-93886.2821
Pt 0.805 -0.239 0.607 0.8205
Se -0.072 -0.271 2.747 -0.1254
O 1.158 2.028 -0.361 -0.6572
O 0.642 -2.375 -0.088 -0.6857
O 2.400 3.052 -1.904 -0.4198
O 1.852 -3.891 -1.175 -0.5934
N -2.377 1.307 2.000 0.1934
N -2.755 -0.824 1.789 0.1704
N 1.911 -0.379 -1.249 -0.1964
C -1.706 2.541 2.304 -0.7419
C 3.058 -1.792 -2.771 -0.5115
C 3.288 0.586 -2.935 -0.4520
C -2.567 -2.249 1.837 -0.7259
C 1.524 -2.758 -0.916 0.2853
C 2.212 -1.591 -1.682 0.5117
C 2.412 0.697 -1.863 0.5148
C -1.820 0.087 2.105 -0.1842
C -3.910 -0.170 1.473 -0.3569
C -3.672 1.162 1.602 -0.3364
C 1.935 1.984 -1.301 0.3454
C 3.616 -0.687 -3.392 -0.3705
H -3.412 -2.742 1.361 0.3127
H -1.423 2.551 3.359 0.3655
H -2.514 -2.580 2.876 0.3418
H -4.316 2.002 1.448 0.4422
H -1.641 -2.528 1.324 0.2341
H -2.375 3.377 2.110 0.3212
H -4.800 -0.693 1.192 0.4405
H 3.267 -2.799 -3.096 0.4956
H -0.802 2.638 1.695 0.2101
H 2.085 3.879 -1.503 0.3991
H 3.698 1.480 -3.376 0.4922
H 4.298 -0.807 -4.220 0.4606